Entry 1:
Below is C25H20NO3PPtS as an isolated structure, with properties calculated with the ωB97M-V functional and the def2-TZVPD basis.

The geometry in XYZ format:
```
52
Properties=species:S:1:pos:R:3:lowdin_charge:R:1
Pt -2.33516 0.15946 0.03054 0.997
O -3.02168 -1.47436 -1.58197 -0.405
S -2.09792 -2.51253 -1.07035 0.466
O -2.57342 -3.85989 -1.12731 -0.273
O -1.58955 -2.09692 0.26768 -0.457
C -0.63493 -2.40139 -2.07878 -0.257
C -0.42875 -3.38571 -3.03557 -0.049
C 0.71740 -3.35918 -3.81192 -0.064
C 1.65752 -2.35813 -3.62047 -0.067
C 1.45347 -1.37981 -2.65879 -0.087
C 0.30385 -1.37774 -1.86960 -0.297
P 0.05584 -0.07347 -0.58570 1.004
C 0.72324 1.43092 -1.36864 -0.376
C 1.31390 2.42415 -0.58663 -0.100
C 1.74432 3.61174 -1.16266 -0.081
C 1.57213 3.83015 -2.52295 -0.090
C 0.93283 2.87147 -3.29797 -0.080
C 0.50197 1.68309 -2.72294 -0.098
C 1.29711 -0.50636 0.68340 -0.331
C 0.87752 -1.10191 1.87085 -0.075
C 1.80889 -1.48268 2.82947 -0.068
C 3.16139 -1.26409 2.61483 -0.084
C 3.58551 -0.65055 1.44195 -0.080
C 2.65947 -0.27322 0.48176 -0.098
H -1.16579 -4.17202 -3.13671 0.115
H 0.88343 -4.12462 -4.55969 0.108
H 2.56197 -2.33995 -4.21661 0.107
H 2.19730 -0.60379 -2.52576 0.103
H 1.44374 2.26277 0.47774 0.108
H 2.21270 4.36937 -0.54636 0.104
H 1.92813 4.74727 -2.97584 0.101
H 0.76485 3.05076 -4.35274 0.104
H -0.00682 0.94537 -3.33356 0.110
H -0.17760 -1.27184 2.04183 0.078
H 1.47055 -1.94358 3.74980 0.107
H 3.88562 -1.56295 3.36324 0.103
H 4.63943 -0.45805 1.27936 0.103
H 3.00405 0.21607 -0.42097 0.100
N -3.52641 2.89122 -0.77069 0.165
C -3.07881 1.83377 -0.63562 -0.251
H -3.85136 3.74953 -0.37449 0.103
C -2.19850 0.57655 4.78679 -0.101
C -1.78068 1.66628 4.03463 -0.098
C -1.85722 1.62672 2.64719 -0.130
C -2.35124 0.49986 2.00761 -0.354
C -2.77938 -0.59210 2.75469 -0.134
C -2.70005 -0.54888 4.14190 -0.087
H -2.13077 0.60113 5.86705 0.098
H -1.38305 2.54624 4.52641 0.100
H -1.52203 2.47817 2.06609 0.088
H -3.14797 -1.48706 2.26951 0.097
H -3.01902 -1.40933 4.71698 0.104
```

Calculated values
electronic energy	-2103.948204	Eh
gap between HOMO and LUMO	0.230	Ha
energy relative to the best compared isomer or geometry (same formula, charge and spin)	13.8	kcal/mol
net charge	0

Entry 2:
Below is C25H21AsBF7N3S3Zr as an isolated structure, with properties calculated with the ωB97M-V functional and the def2-TZVPD basis.

The geometry in XYZ format:
```
62
Properties=species:S:1:pos:R:3:lowdin_charge:R:1
Zr -1.30863 0.77104 0.11381 1.233
F -5.34566 0.37642 3.40518 0.111
C -5.33655 -0.92120 3.08920 -0.595
F -6.43611 -1.17185 2.35851 0.161
F -5.46143 -1.60869 4.24460 0.141
C -4.10409 -1.38780 2.35170 -0.096
C -3.93311 -2.75483 2.25738 0.035
C -2.83504 -3.27564 1.58299 -0.014
C -1.96583 -2.39317 0.99553 -0.099
N -2.12541 -1.06551 1.04863 -0.179
C -3.17381 -0.52961 1.73423 -0.654
S -3.18342 1.19176 1.80182 0.730
H -4.64936 -3.41477 2.72955 0.141
H -2.66877 -4.33987 1.51879 0.120
H -1.08871 -2.74695 0.47418 0.100
S -0.18296 2.93413 0.60357 0.591
C 1.21333 2.89936 -0.49100 -0.638
C 1.69166 4.12592 -0.95758 -0.107
C 2.81315 4.18720 -1.76184 -0.058
C 3.48462 3.02243 -2.11471 -0.063
C 3.02528 1.80315 -1.65424 -0.101
C 1.89315 1.72274 -0.84222 -0.395
As 1.22282 -0.02686 -0.26249 1.257
C 0.48154 -0.64792 -1.98210 -0.426
C -0.05771 -1.93843 -2.00783 -0.151
C -0.69458 -2.41876 -3.13891 -0.060
C -0.79598 -1.61290 -4.26428 -0.047
C -0.22561 -0.34806 -4.26547 -0.046
C 0.42008 0.12963 -3.13531 -0.095
C 2.91002 -1.05471 -0.22136 -0.359
C 3.76599 -0.82876 0.85279 -0.106
C 4.99937 -1.45725 0.89310 -0.066
C 5.37342 -2.31956 -0.12831 -0.063
C 4.51085 -2.55283 -1.18928 -0.063
C 3.27505 -1.92381 -1.23950 -0.099
H 1.16769 5.03013 -0.67735 0.106
H 3.16754 5.14512 -2.11881 0.114
H 4.36286 3.06268 -2.74445 0.112
H 3.54004 0.89234 -1.93299 0.108
H 0.08626 -2.58662 -1.15049 0.089
H -1.11330 -3.41658 -3.14254 0.115
H -1.30557 -1.97731 -5.14616 0.116
H -0.28862 0.27459 -5.14796 0.121
H 0.86626 1.11462 -3.14860 0.108
H 3.46640 -0.15531 1.64738 0.104
H 5.67275 -1.27691 1.72033 0.112
H 6.33633 -2.81146 -0.09843 0.112
H 4.79932 -3.22342 -1.98768 0.112
H 2.61534 -2.10166 -2.07810 0.098
F -2.47016 -0.11464 -1.50907 0.002
B -2.66820 1.27212 -2.00427 -1.227
F -1.30867 1.78130 -1.84693 -0.019
F -3.15324 1.33447 -3.23102 0.285
F -3.33171 1.88820 -0.95654 0.100
N -1.52750 1.38674 4.81884 0.124
C -0.62016 1.63173 3.87887 -0.905
N -0.03742 2.82094 3.85441 0.118
S -0.13805 0.38730 2.80466 0.551
H -1.88344 2.11155 5.42142 0.126
H -1.98409 0.49278 4.83478 0.100
H -0.34268 3.57608 4.44795 0.127
H 0.58448 3.03722 3.09363 0.050
```

Calculated values
electronic energy	-5331.007552	Eh
gap between HOMO and LUMO	0.255	Ha
energy relative to the best compared isomer or geometry (same formula, charge and spin)	50.7	kcal/mol
net charge	+1

Entry 3:
Below is C25H21BBrN4O10SY as an isolated structure, with properties calculated with the ωB97M-V functional and the def2-TZVPD basis.

The geometry in XYZ format:
```
64
Properties=species:S:1:pos:R:3:lowdin_charge:R:1
Y 0.51460 0.27502 -1.40294 1.438
O 1.94928 -2.21414 -4.00371 0.094
C 1.53322 -1.08659 -3.87914 -0.576
O 1.90956 -0.25694 -2.91549 -0.204
C 0.54792 -0.49289 -4.85775 -0.051
C 0.77086 -0.63980 -6.20358 0.075
C -0.07934 -0.02307 -7.11942 -0.135
C -1.13706 0.74653 -6.69584 0.077
C -1.35988 0.89238 -5.33965 -0.062
C -0.58651 0.21996 -4.36592 -0.284
O -0.91421 0.20127 -3.11332 -0.186
N -2.45193 1.77313 -4.94118 -0.332
O -2.32000 2.40648 -3.90684 0.067
O -3.41395 1.86109 -5.67740 0.091
N 0.16785 -0.16821 -8.55330 -0.361
O -0.58112 0.40779 -9.31919 0.071
O 1.11200 -0.85388 -8.89337 0.076
H 1.60826 -1.22617 -6.55543 0.138
H -1.78423 1.23848 -7.40693 0.133
O -0.84715 6.32304 -3.40316 0.109
C -0.42548 5.13023 -2.95859 -0.293
C 0.72244 4.49818 -3.43398 0.024
C 1.06386 3.27529 -2.90735 -0.090
N 0.33900 2.66428 -1.95763 -0.071
C -0.76316 3.28021 -1.54964 -0.711
Br -1.79801 2.29044 -0.30691 0.862
C -1.19390 4.50752 -1.98118 -0.027
H -0.26987 6.65063 -4.10215 0.124
H 1.33347 4.94967 -4.20444 0.125
H 1.94340 2.74394 -3.24942 0.127
H -2.10701 4.95813 -1.62454 0.130
C 0.41249 -1.34565 8.06681 -0.074
C -0.12020 -1.83058 6.71837 -0.564
C -1.65220 -1.74136 6.74784 -0.050
C 0.29916 -3.29704 6.53908 -0.050
C 0.41513 -1.00225 5.54822 -0.174
C 1.28337 0.07328 5.72779 -0.028
C 1.77453 0.83030 4.65842 0.020
C 1.36497 0.47271 3.39917 -0.229
O 1.68733 1.02891 2.18679 0.079
B 1.01013 0.29182 1.19343 -0.477
O 0.26459 -0.73096 1.85962 0.035
C 0.50364 -0.59118 3.20322 -0.216
C 0.01698 -1.33968 4.24581 0.053
H 0.00054 -1.97089 8.86114 0.084
H 0.12011 -0.31394 8.26916 0.086
H 1.50036 -1.41594 8.11750 0.086
H -2.04896 -2.32991 7.57825 0.084
H -2.09466 -2.11913 5.82536 0.075
H -1.97272 -0.70574 6.87607 0.090
H -0.07413 -3.90027 7.36984 0.084
H 1.38711 -3.38255 6.51315 0.091
H -0.09469 -3.71825 5.61348 0.074
H 1.59926 0.34481 6.72443 0.096
H 2.44927 1.66009 4.81903 0.119
H -0.65513 -2.16554 4.04923 0.121
S -1.29661 -4.00902 0.07692 1.064
C 0.40385 -4.06683 -0.07636 -0.363
C 0.85212 -2.94736 -0.68667 -0.218
N -0.13408 -2.04547 -1.01742 -0.120
C -1.31188 -2.48472 -0.66559 -0.452
H 0.97691 -4.91095 0.26694 0.077
H 1.87824 -2.73125 -0.94475 0.123
H -2.22776 -1.93746 -0.83487 0.092
```

Calculated values
electronic energy	-4972.133791	Eh
gap between HOMO and LUMO	0.295	Ha
energy relative to the best compared isomer or geometry (same formula, charge and spin)	4.4	kcal/mol
net charge	0

Entry 4:
Below is C25H21NO2PSn as an isolated structure, with properties calculated with the ωB97M-V functional and the def2-TZVPD basis.

The geometry in XYZ format:
```
51
Properties=species:S:1:pos:R:3:lowdin_charge:R:1
Sn 0.67282 -1.37884 -0.97665 1.443
O -1.31519 -1.89816 -2.08113 -0.113
C -1.72222 -2.14512 -0.91611 -0.708
O -0.90250 -2.59162 -0.03233 -0.164
C -3.01823 -1.56034 -0.45373 -0.153
C -4.23365 -2.21433 -0.37864 0.002
C -5.34136 -1.51992 0.09078 -0.045
C -5.22944 -0.19276 0.48656 -0.050
C -4.00502 0.45856 0.41452 -0.050
C -2.89227 -0.22072 -0.06392 -0.286
P -1.24858 0.56443 -0.15911 1.027
C -1.27697 1.69741 -1.56342 -0.373
C -0.35853 2.74787 -1.63035 -0.108
C -0.29633 3.54379 -2.76396 -0.066
C -1.13307 3.28279 -3.84285 -0.063
C -2.03004 2.22376 -3.78977 -0.059
C -2.10307 1.42793 -2.65475 -0.073
C -1.09330 1.52445 1.35966 -0.370
C -1.33363 2.89352 1.43256 -0.088
C -1.22637 3.54794 2.65381 -0.060
C -0.88677 2.84028 3.79887 -0.062
C -0.65246 1.47122 3.73145 -0.065
C -0.74656 0.81605 2.51397 -0.091
H -4.31809 -3.25098 -0.68234 0.129
H -6.29917 -2.02219 0.15328 0.116
H -6.09783 0.33613 0.85953 0.114
H -3.91915 1.49116 0.73380 0.116
H 0.30324 2.95350 -0.79573 0.108
H 0.40479 4.36857 -2.80481 0.112
H -1.08328 3.90537 -4.72759 0.112
H -2.67602 2.01383 -4.63366 0.114
H -2.80176 0.60089 -2.61932 0.109
H -1.61272 3.45055 0.54512 0.105
H -1.41105 4.61383 2.70846 0.113
H -0.80350 3.35667 4.74755 0.113
H -0.39606 0.91794 4.62638 0.111
H -0.57124 -0.25263 2.46245 0.105
C 7.18357 -3.25482 0.51330 -0.028
C 5.74476 -2.83695 0.36301 -0.245
C 4.93730 -2.58174 1.46331 -0.012
C 3.62001 -2.20721 1.27683 -0.125
N 3.06707 -2.06923 0.06748 -0.097
C 3.84041 -2.31081 -0.99518 -0.186
C 5.16412 -2.69204 -0.89529 -0.010
H 7.47726 -3.32059 1.55934 0.082
H 7.84271 -2.54287 0.01473 0.092
H 7.34761 -4.22794 0.04836 0.093
H 5.32950 -2.67684 2.46885 0.120
H 2.97794 -2.01136 2.12859 0.115
H 3.38030 -2.19226 -1.96895 0.073
H 5.74200 -2.87616 -1.79298 0.124
```

Calculated values
electronic energy	-1725.986156	Eh
gap between HOMO and LUMO	0.297	Ha
energy relative to the best compared isomer or geometry (same formula, charge and spin)	8.4	kcal/mol
net charge	+1

> Which of these has the highest gap between HOMO and LUMO?

C25H21NO2PSn

> Which of these has the lowest energy relative to the best compared isomer or geometry (same formula, charge and spin)?

C25H21BBrN4O10SY